(1)
The following is a quantum chemistry calculation of a molecular structure, C64H46F3N4OPtSSb, from the Open Molecules 2025 dataset.

Energy above the lowest of the compared OMol25 structures with the same formula, charge and spin = 0.0 kcal/mol
Lowest unoccupied orbital energy (alpha / beta) = -8.388 / -8.399 eV
Multiplicity = 1
Charge = +2
Frontier orbital gap (alpha / beta) = 3.767 / 3.758 eV
HOMO energy (alpha / beta) = -0.447 / -0.447 Eh

Geometry (Å):
1 Pt 0.72 -1.22 0.00
2 C -0.06 -4.29 6.99
3 C 0.31 -2.95 6.90
4 C 0.47 -2.36 5.66
5 C 0.26 -3.09 4.50
6 C -0.13 -4.43 4.60
7 C -0.28 -5.03 5.84
8 C 0.43 -2.48 3.16
9 C 1.59 -1.83 2.85
10 C 2.74 -1.66 3.73
11 C 3.55 -0.76 3.14
12 C 2.95 -0.44 1.86
13 C 3.49 0.52 0.92
14 C 4.59 1.41 1.39
15 C 5.84 0.91 1.71
16 C 6.84 1.77 2.14
17 C 6.59 3.13 2.27
18 C 5.34 3.63 1.94
19 C 4.34 2.78 1.50
20 C 3.07 0.65 -0.37
21 N 2.08 -0.11 -0.97
22 C 2.13 0.14 -2.27
23 C 1.32 -0.50 -3.28
24 C 1.66 -0.24 -4.70
25 C 2.73 -0.91 -5.30
26 C 3.04 -0.66 -6.63
27 C 2.30 0.26 -7.35
28 C 1.25 0.94 -6.76
29 C 0.92 0.69 -5.43
30 C 0.25 -1.29 -3.00
31 C -0.62 -1.94 -3.97
32 C -1.66 -2.42 -3.29
33 C -1.44 -2.09 -1.88
34 N -0.29 -1.47 -1.72
35 C -2.38 -2.37 -0.82
36 C -2.01 -2.43 0.51
37 C -2.86 -2.76 1.62
38 C -2.06 -2.88 2.70
39 C -0.72 -2.55 2.27
40 N -0.71 -2.26 0.97
41 C -3.77 -2.60 -1.23
42 C -4.36 -1.69 -2.12
43 C -5.68 -1.85 -2.50
44 C -6.41 -2.94 -2.04
45 C -5.82 -3.87 -1.19
46 C -4.51 -3.70 -0.78
47 C 3.16 1.12 -2.56
48 C 3.73 1.44 -1.39
49 N 1.81 -1.11 1.69
50 H -0.18 -4.75 7.96
51 H 0.45 -2.37 7.80
52 H 0.72 -1.30 5.60
53 H -0.29 -5.01 3.70
54 H -0.56 -6.07 5.90
55 H 2.90 -2.16 4.67
56 H 4.47 -0.36 3.52
57 H 6.05 -0.15 1.60
58 H 7.83 1.37 2.37
59 H 7.37 3.79 2.61
60 H 5.14 4.69 2.04
61 H 3.36 3.17 1.24
62 H 3.30 -1.63 -4.73
63 H 3.86 -1.19 -7.09
64 H 2.55 0.46 -8.39
65 H 0.67 1.66 -7.32
66 H 0.10 1.21 -4.96
67 H -0.44 -1.98 -5.04
68 H -2.51 -2.96 -3.68
69 H -3.93 -2.87 1.59
70 H -2.34 -3.11 3.71
71 H -3.79 -0.84 -2.47
72 H -6.14 -1.13 -3.17
73 H -7.44 -3.07 -2.35
74 H -6.38 -4.73 -0.86
75 H -4.04 -4.45 -0.15
76 H 3.40 1.47 -3.55
77 H 4.55 2.12 -1.22
78 C -0.14 3.63 2.16
79 S 0.25 1.89 2.15
80 C -0.61 1.43 3.65
81 O -0.51 1.29 0.99
82 H -1.22 3.76 2.20
83 H 0.25 4.05 1.23
84 H 0.35 4.10 3.02
85 H 0.02 1.67 4.51
86 H -0.77 0.35 3.59
87 H -1.57 1.95 3.72
88 F -1.30 7.79 -0.69
89 C -1.47 6.46 -0.79
90 C -0.65 5.75 -1.64
91 C -0.84 4.38 -1.74
92 C -1.83 3.73 -1.02
93 C -2.65 4.49 -0.17
94 C -2.47 5.86 -0.05
95 Sb -2.15 1.66 -1.39
96 C -3.85 1.37 -0.13
97 C -3.71 1.39 1.26
98 C -4.80 1.21 2.10
99 C -6.04 1.01 1.54
100 F -7.10 0.84 2.34
101 C -6.23 0.98 0.17
102 C -5.13 1.16 -0.66
103 C -3.30 2.06 -3.17
104 C -4.17 3.16 -3.26
105 C -4.91 3.40 -4.41
106 C -4.77 2.53 -5.47
107 F -5.49 2.75 -6.59
108 C -3.93 1.44 -5.43
109 C -3.20 1.22 -4.27
110 H 0.12 6.27 -2.20
111 H -0.19 3.81 -2.41
112 H -3.43 4.01 0.40
113 H -3.09 6.46 0.60
114 H -2.72 1.51 1.68
115 H -4.70 1.24 3.18
116 H -7.22 0.82 -0.23
117 H -5.28 1.15 -1.73
118 H -4.27 3.84 -2.42
119 H -5.58 4.25 -4.49
120 H -3.86 0.79 -6.30
121 H -2.53 0.36 -4.24

(2)
The following is a quantum chemistry calculation of a molecular structure, C2H3CuO2, from the Open Molecules 2025 dataset.

Energy above the lowest of the compared OMol25 structures with the same formula, charge and spin = 67.5 kcal/mol
Lowest unoccupied orbital energy (alpha / beta) = -11.537 / -15.330 eV
Multiplicity = 3
Charge = +2
Frontier orbital gap (alpha / beta) = 9.751 / 6.379 eV
HOMO energy (alpha / beta) = -0.782 / -0.798 Eh

Geometry (Å):
1 O 2.27 0.18 -1.17
2 C 1.25 -0.35 -1.35
3 Cu -1.61 -0.85 -1.19
4 O 0.18 -0.62 -0.75
5 C -0.47 0.29 0.86
6 H -0.34 1.28 0.42
7 H -0.64 -0.69 1.34
8 H -0.65 0.75 1.84

(3)
The following is a quantum chemistry calculation of 2 unconnected molecules or ions with the total composition C3H5NO2, from the Open Molecules 2025 dataset.

Energy above the lowest of the compared OMol25 structures with the same formula, charge and spin = 108.8 kcal/mol
SMILES = [H]/N=C1\O[C@]12CO2.[H][H]
Lowest unoccupied orbital energy = 0.962 eV
Multiplicity = 1
Frontier orbital gap = 11.685 eV
HOMO energy = -0.394 Eh

Geometry (Å):
1 H -2.78 -0.03 1.12
2 N -1.77 -0.03 1.25
3 C -1.16 0.13 0.17
4 O -1.35 0.31 -1.17
5 C -0.01 0.26 -0.65
6 C 1.22 -0.20 -1.23
7 O 0.95 1.19 -0.88
8 H 1.99 -0.69 -0.63
9 H 1.23 -0.40 -2.30
10 H 0.46 -0.26 2.20
11 H 1.21 -0.27 2.13

(4)
The following is a quantum chemistry calculation of 3 unconnected molecules or ions with the total composition C4H12O2, from the Open Molecules 2025 dataset.

Energy above the lowest of the compared OMol25 structures with the same formula, charge and spin = 21.7 kcal/mol
SMILES = C=C(C)C.O.O
Lowest unoccupied orbital energy = 0.802 eV
Multiplicity = 1
Frontier orbital gap = 9.985 eV
HOMO energy = -0.337 Eh

Geometry (Å):
1 C -0.09 1.51 0.78
2 C 0.60 0.51 0.22
3 C 0.16 -0.94 0.35
4 C 1.60 0.72 -0.89
5 H -0.01 2.50 0.34
6 H -0.59 1.47 1.73
7 H -0.42 -1.21 1.23
8 H 1.08 -1.54 0.44
9 H -0.31 -1.25 -0.57
10 H 1.80 1.78 -1.04
11 H 1.19 0.32 -1.81
12 H 2.47 0.11 -0.69
13 O -4.18 -1.70 -2.82
14 H -4.61 -2.51 -2.54
15 H -4.45 -1.62 -3.75
16 O 2.01 1.01 3.07
17 H 1.54 0.59 2.33
18 H 2.23 0.25 3.63

(5)
The following is a quantum chemistry calculation of a molecular structure, C29H45N8S5SbSiTi, from the Open Molecules 2025 dataset.

Energy above the lowest of the compared OMol25 structures with the same formula, charge and spin = 21.3 kcal/mol
Lowest unoccupied orbital energy = -0.064 eV
Multiplicity = 1
Frontier orbital gap = 6.698 eV
HOMO energy = -0.249 Eh

Geometry (Å):
1 Ti -0.28 0.01 -0.05
2 C 1.22 5.40 -0.78
3 N 1.13 3.96 -0.94
4 C 2.25 3.37 -1.63
5 C 0.12 3.24 -0.39
6 N -0.42 2.14 -0.94
7 C -0.39 1.94 -2.33
8 C -0.19 2.92 -3.30
9 C -0.27 2.63 -4.65
10 C -0.57 1.35 -5.08
11 C -0.86 0.38 -4.14
12 C -0.81 0.67 -2.78
13 N -1.26 -0.32 -1.86
14 C -2.52 -0.72 -2.05
15 N -3.49 0.11 -2.51
16 C -4.52 -0.34 -3.44
17 C -3.45 1.55 -2.33
18 N -2.93 -2.00 -1.89
19 C -2.06 -3.14 -2.14
20 C -4.17 -2.36 -1.23
21 N -0.47 3.76 0.71
22 C -1.82 3.42 1.09
23 C 0.29 4.37 1.79
24 H 1.45 5.83 -1.76
25 H 2.02 5.68 -0.09
26 H 0.28 5.81 -0.43
27 H 2.28 3.71 -2.67
28 H 2.20 2.29 -1.61
29 H 3.17 3.67 -1.13
30 H 0.00 3.94 -3.00
31 H -0.09 3.42 -5.37
32 H -0.61 1.12 -6.14
33 H -1.14 -0.62 -4.44
34 H -4.34 -1.38 -3.73
35 H -4.48 0.28 -4.33
36 H -5.51 -0.27 -3.00
37 H -2.80 1.81 -1.50
38 H -4.47 1.89 -2.12
39 H -3.10 2.06 -3.23
40 H -1.21 -2.83 -2.75
41 H -2.64 -3.89 -2.69
42 H -1.69 -3.58 -1.22
43 H -4.79 -1.49 -1.05
44 H -3.94 -2.83 -0.27
45 H -4.72 -3.08 -1.85
46 H -2.36 3.03 0.24
47 H -2.32 4.32 1.45
48 H -1.83 2.68 1.89
49 H -0.08 5.38 2.01
50 H 1.35 4.40 1.56
51 H 0.18 3.75 2.69
52 C -2.61 -2.66 5.42
53 Si -1.40 -1.36 4.77
54 C 0.19 -2.21 4.27
55 C -1.19 -0.04 6.11
56 C -2.31 -0.60 3.27
57 C -3.67 -0.77 3.10
58 C -4.31 -0.31 1.94
59 C -3.52 0.19 0.92
60 N -2.20 0.35 1.04
61 C -1.62 0.04 2.23
62 S 0.03 0.56 2.32
63 H -2.15 -3.22 6.24
64 H -2.89 -3.38 4.65
65 H -3.53 -2.22 5.81
66 H 0.43 -3.02 4.96
67 H 1.04 -1.52 4.25
68 H 0.12 -2.64 3.27
69 H -0.88 -0.51 7.04
70 H -2.13 0.48 6.30
71 H -0.44 0.70 5.84
72 H -4.26 -1.25 3.86
73 H -5.38 -0.37 1.81
74 H -3.96 0.51 -0.01
75 S 3.20 -3.45 -0.03
76 Sb 1.50 -2.52 -1.20
77 S 1.83 -0.08 -0.88
78 S -0.29 -2.20 0.54
79 S 3.11 2.36 1.52
80 C 3.48 1.13 2.60
81 N 3.69 -0.15 2.17
82 C 4.05 -1.17 2.99
83 C 4.22 -0.96 4.32
84 C 3.98 0.33 4.83
85 C 3.63 1.35 3.99
86 H 3.52 -0.33 1.19
87 H 4.18 -2.13 2.51
88 H 4.52 -1.78 4.96
89 H 4.07 0.51 5.90
90 H 3.44 2.35 4.35

(6)
The following is a quantum chemistry calculation of 4 unconnected molecules or ions with the total composition C5H9N, from the Open Molecules 2025 dataset.

Energy above the lowest of the compared OMol25 structures with the same formula, charge and spin = 286.5 kcal/mol
Lowest unoccupied orbital energy = -1.531 eV
Multiplicity = 1
Frontier orbital gap = 7.482 eV
HOMO energy = -0.331 Eh

Geometry (Å):
1 C -2.11 -1.26 1.59
2 C -0.90 -0.38 -0.26
3 C 0.36 0.19 -0.67
4 C 1.38 0.75 -1.00
5 C 2.53 1.66 -1.24
6 H -2.45 -2.21 1.15
7 H -2.94 -0.51 1.31
8 H -2.09 -1.49 2.67
9 H -0.23 -0.21 1.80
10 H -1.71 0.45 -0.42
11 H -1.30 -1.28 -0.95
12 H 3.91 0.45 -1.33
13 H 2.69 2.84 0.21
14 H 1.88 2.42 -2.85
15 N -0.76 -0.89 1.13

(7)
The following is a quantum chemistry calculation of 2 unconnected molecules or ions with the total composition C6H6O, from the Open Molecules 2025 dataset.

Energy above the lowest of the compared OMol25 structures with the same formula, charge and spin = 180.8 kcal/mol
Lowest unoccupied orbital energy (alpha / beta) = 0.476 / 0.472 eV
Multiplicity = 1
Frontier orbital gap (alpha / beta) = 8.400 / 8.399 eV
HOMO energy (alpha / beta) = -0.291 / -0.291 Eh

Geometry (Å):
1 C -0.22 1.62 -2.36
2 C 0.16 0.84 -1.53
3 C -1.49 -0.78 1.60
4 C -1.29 -0.95 0.32
5 C 1.61 0.13 0.57
6 C 0.65 0.07 -0.53
7 O 1.70 -0.80 -0.48
8 H -0.37 2.18 -3.22
9 H -2.19 -1.36 2.16
10 H -0.87 -0.10 2.07
11 H -1.50 -1.45 -0.66
12 H 2.50 0.92 0.43
13 H 1.33 -0.32 1.61